No. 1
Entry from the OMol25 dataset: an isolated molecule of C4H6N2S at a distorted geometry (the ωB97M-V functional and the def2-TZVPD basis).

```
13
C4H6N2S (the ωB97M-V functional and the def2-TZVPD basis)
N -2.68310 0.10815 -0.99071
C -1.35336 -0.29725 -0.62455
C -1.02394 -1.52091 -0.13419
C 0.38899 -1.27837 0.23257
C 0.83179 0.03251 0.00285
S 2.06568 0.92381 0.97099
N -0.36409 0.58330 -0.50021
H -3.35571 -0.69293 -1.31435
H -3.12546 0.73155 -0.04857
H -1.30559 -2.55975 -0.45490
H 1.12634 -2.02120 0.57515
H 2.59586 1.68829 -0.13953
H -0.71693 1.61710 -0.57729
```

LUMO level: 0.66 eV
SMILES: Nc1ccc(S)[nH]1
Orbital gap: 8.58 eV
Energy above the lowest of the compared OMol25 structures with the same formula, charge and spin: 246.6 kJ/mol
Spin multiplicity: 1



No. 2
Entry from the OMol25 dataset: C89H196F8N13O16S8 as an isolated structure at a distorted geometry (the ωB97M-V functional and the def2-TZVPD basis).

```
330
C89H196F8N13O16S8 (the ωB97M-V functional and the def2-TZVPD basis)
C 11.87736 0.27133 -3.03924
C 11.19117 -1.01626 -3.56883
C 10.20207 -0.76706 -4.72419
C 8.94497 -0.18578 -4.22976
N 8.22025 0.78619 -5.12403
C 8.15885 0.21112 -6.52023
C 6.78679 0.72648 -7.15533
C 6.12896 1.61624 -6.03406
C 6.77091 1.01382 -4.77432
C 8.98042 2.07368 -5.06635
H 12.76433 0.49906 -3.61326
H 12.08823 0.20392 -1.95979
H 11.21461 1.15054 -3.25704
H 10.59220 -1.59291 -2.87481
H 11.94646 -1.79579 -3.88615
H 9.92228 -1.68062 -5.28464
H 10.63675 -0.14768 -5.49649
H 8.94240 0.34903 -3.25962
H 8.21603 -1.04001 -4.12328
H 9.09060 0.46125 -7.04855
H 8.14464 -0.86121 -6.27082
H 7.05621 1.26274 -8.06857
H 6.12330 -0.12786 -7.37787
H 6.24738 2.69757 -6.16954
H 5.02109 1.58593 -6.02780
H 6.71436 1.70631 -3.93129
H 6.40427 0.00817 -4.59372
H 8.91025 2.42604 -4.01761
H 8.46829 2.75069 -5.74561
H 10.02019 1.97303 -5.37175
C 1.79612 3.81134 8.00163
C 1.87781 3.90352 9.52465
C 1.00931 2.84364 10.22913
C 1.48557 1.43312 10.00615
N 0.79468 0.24464 10.73721
C -0.68353 0.36212 10.59839
C -1.25328 1.18542 11.75017
C -0.11804 1.20205 12.81778
C 0.98194 0.33612 12.23923
C 1.26937 -0.97370 10.09021
H 2.05361 4.76484 7.53309
H 0.73865 3.70422 7.65792
H 2.32558 2.99215 7.56908
H 1.31900 4.81187 9.77666
H 2.89714 4.07565 9.77308
H 0.02261 3.01833 9.89595
H 1.03000 3.03983 11.32479
H 2.45213 1.42352 10.48459
H 1.38898 1.13063 8.93116
H -0.98698 -0.63609 10.71752
H -0.97560 0.62601 9.62782
H -2.18719 0.76311 12.18059
H -1.47592 2.22271 11.35778
H -0.41774 0.71971 13.74776
H 0.07874 2.19813 13.23746
H 0.98937 -0.72321 12.61112
H 1.94056 0.68875 12.45896
H 0.98408 -1.02949 9.04104
H 0.92801 -1.84367 10.60694
H 2.34978 -1.09734 10.20692
C -3.14502 8.37151 -12.60943
C -4.07332 7.36714 -11.82735
C -4.07672 5.85066 -12.27394
C -5.27922 5.10923 -11.63108
N -5.33107 3.60843 -11.70322
C -6.71272 3.10279 -11.31967
C -6.46301 1.65391 -10.77646
C -5.00137 1.56687 -10.40635
C -4.48598 3.01223 -10.60063
C -5.02393 3.13396 -13.09241
H -2.08384 8.03008 -12.76310
H -3.29871 9.37438 -12.26951
H -3.54746 8.51036 -13.64665
H -5.09815 7.76251 -11.98843
H -3.96692 7.35659 -10.70283
H -3.14458 5.37247 -12.02352
H -4.15137 5.85415 -13.38077
H -6.19377 5.41939 -12.14761
H -5.42416 5.36283 -10.62138
H -7.35939 3.14196 -12.23210
H -7.10790 3.81962 -10.56461
H -6.61967 0.97115 -11.57058
H -7.12874 1.45909 -9.91691
H -4.40893 0.89139 -11.06939
H -4.82011 1.35774 -9.34884
H -3.41228 3.09155 -10.84355
H -4.71492 3.71694 -9.76906
H -5.77226 3.53700 -13.75202
H -5.16876 2.05514 -13.05376
H -4.09437 3.50956 -13.39109
C 0.97067 -10.03575 -10.38733
C 0.49050 -8.95319 -9.46421
C 0.52465 -7.52868 -10.02588
C -0.37391 -6.60815 -9.16484
N -0.08383 -5.12357 -9.07896
C -1.16504 -4.32672 -8.37808
C -1.21657 -3.01161 -9.03204
C -0.00538 -2.94697 -9.98865
C 0.06119 -4.39580 -10.35003
C 1.16659 -5.00651 -8.25139
H 1.21835 -10.87279 -9.77191
H 1.79911 -9.69331 -10.95211
H 0.12979 -10.29681 -11.08450
H 1.14829 -9.01753 -8.61773
H -0.48882 -9.28675 -9.14476
H 0.14705 -7.46373 -11.10372
H 1.58248 -7.14185 -10.04340
H -0.40837 -6.97515 -8.14910
H -1.40936 -6.75251 -9.46915
H -0.94400 -4.37417 -7.30196
H -2.04230 -5.00168 -8.50851
H -1.11272 -2.22466 -8.22590
H -2.06288 -2.78636 -9.66549
H 0.87963 -2.61952 -9.47508
H -0.29465 -2.33424 -10.80342
H 0.89487 -4.66616 -10.95824
H -0.87917 -4.74745 -10.89059
H 2.02889 -5.14690 -9.01887
H 1.03005 -5.64649 -7.42357
H 1.22904 -4.00383 -7.87448
C -5.06194 8.11699 -1.86704
C -4.04484 8.26387 -0.73743
C -4.60016 8.97002 0.57638
C -4.11947 10.39629 0.70297
N -4.00069 10.91857 2.16763
C -2.87817 10.27144 2.93709
C -2.35892 11.33348 3.95366
C -2.97780 12.69721 3.43734
C -3.71370 12.37669 2.10445
C -5.31532 10.65623 2.91231
H -5.74742 8.95403 -1.82659
H -5.56735 7.12951 -1.66532
H -4.68482 8.05769 -2.87767
H -3.18968 8.89510 -1.06169
H -3.75998 7.26689 -0.41430
H -4.28986 8.28214 1.42677
H -5.68523 8.90140 0.57035
H -4.75353 11.18979 0.33894
H -3.07466 10.46372 0.38251
H -3.21975 9.26867 3.30606
H -2.01514 10.02722 2.27012
H -2.62665 11.11881 5.02667
H -1.26725 11.44265 3.97246
H -3.75333 12.88155 4.11819
H -2.25663 13.52768 3.24391
H -4.64209 12.88339 1.93195
H -3.04805 12.50790 1.27952
H -5.14847 10.95330 3.94242
H -5.69742 9.61182 2.72000
H -6.02330 11.36974 2.55433
C -8.33095 -2.71989 3.85161
C -7.25566 -2.22760 2.85638
C -6.74311 -0.81591 3.24792
C -5.41271 -0.44591 2.50057
N -4.90247 0.96354 2.89884
C -3.84399 1.43612 1.89586
C -2.84611 2.35202 2.68738
C -3.34047 2.34215 4.16766
C -4.20340 1.06867 4.28373
C -6.08973 1.98365 2.94875
C -6.96895 2.14333 1.70997
C -8.20786 2.95001 2.08254
H -8.86157 -3.52506 3.39511
H -9.13349 -1.99794 4.00888
H -7.95741 -3.04140 4.82605
H -7.69938 -2.22918 1.88876
H -6.42923 -2.97877 2.88759
H -6.55884 -1.00718 4.35661
H -7.53231 -0.08647 3.17923
H -5.71942 -0.43021 1.45066
H -4.55091 -1.07113 2.73068
H -4.30191 1.93333 1.00301
H -3.28552 0.58207 1.54346
H -2.76762 3.34051 2.26342
H -1.87370 1.83830 2.50366
H -3.98370 3.20273 4.34026
H -2.49369 2.32947 4.82106
H -4.96351 1.16240 5.06897
H -3.61663 0.15938 4.34304
H -5.61258 2.94354 3.20073
H -6.70932 1.72837 3.79622
H -7.29078 1.17073 1.32190
H -6.45666 2.55418 0.84149
H -8.71966 2.63025 3.00930
H -8.94011 2.73935 1.35744
H -8.03678 4.03124 2.24061
C 3.70435 -3.70042 8.00155
C 4.33131 -3.99757 6.66404
C 5.51584 -3.04227 6.27359
C 4.91037 -1.73628 5.72727
N 5.80544 -0.52680 5.82339
C 5.69004 0.04820 7.25065
C 4.46150 0.89227 7.23689
C 4.23784 1.31251 5.72961
C 5.32623 0.57442 4.95593
C 7.17490 -0.81073 5.29444
C 7.20233 -1.03541 3.77929
C 8.55791 -1.58047 3.35898
H 4.47803 -3.80023 8.86435
H 2.82864 -4.36374 8.27486
H 3.40020 -2.59503 7.95630
H 3.55167 -3.90278 5.82942
H 4.61403 -5.02343 6.46871
H 6.26059 -3.44463 5.63119
H 5.98597 -2.80819 7.28737
H 4.08274 -1.53052 6.39313
H 4.60779 -1.81662 4.71207
H 6.55816 0.67440 7.33596
H 5.62016 -0.71044 7.97972
H 4.58536 1.78064 7.91320
H 3.52610 0.34198 7.45358
H 4.29801 2.39064 5.44935
H 3.23287 1.00178 5.34811
H 6.12816 1.24142 4.87659
H 5.10085 0.23265 3.97372
H 7.49928 -1.79035 5.77446
H 7.79032 0.05364 5.59980
H 7.06653 -0.11737 3.26874
H 6.33209 -1.59769 3.41281
H 9.44700 -0.95226 3.59757
H 8.43751 -1.66081 2.31021
H 8.65250 -2.53047 3.87712
C -1.36759 -8.10248 7.76142
C -0.32073 -7.32087 7.01188
C -0.53050 -7.19864 5.49039
C -0.29576 -8.49860 4.80647
N -0.55734 -8.52878 3.32515
C -0.31630 -9.89003 2.74563
C 0.07915 -9.77747 1.35733
C 0.56369 -8.32231 1.17041
C 0.41197 -7.61605 2.56702
C -2.00537 -7.97373 3.06156
C -3.11901 -8.62821 3.87338
C -4.39950 -8.05851 3.27981
H -1.38406 -9.15492 7.52907
H -2.33760 -7.65304 7.49972
H -1.23087 -8.03944 8.86420
H 0.66911 -7.75954 7.18686
H -0.27549 -6.28265 7.37952
H 0.09288 -6.33010 5.18792
H -1.60832 -6.89581 5.39383
H -0.96186 -9.26757 5.17209
H 0.76130 -8.84451 5.03887
H -1.27756 -10.44827 2.90986
H 0.50532 -10.25565 3.36147
H -0.77275 -10.04299 0.73033
H 0.83627 -10.51090 1.14554
H -0.05910 -7.75547 0.51627
H 1.56144 -8.31069 0.78897
H -0.07233 -6.59981 2.62647
H 1.34369 -7.61460 3.15767
H -2.06640 -8.06257 1.96982
H -2.02112 -6.95034 3.37266
H -3.10805 -8.35692 4.97042
H -3.09303 -9.73089 3.78512
H -5.27284 -8.51554 3.86563
H -4.52367 -8.36755 2.23955
H -4.44310 -6.94535 3.26238
C -2.46153 -2.64500 0.16330
C -1.77436 -1.64607 1.06269
C -0.37085 -1.28743 0.54097
C -0.42241 -0.22441 -0.51564
N 0.92951 0.07092 -1.08031
C 1.31288 -1.04324 -2.10011
C 2.73050 -1.50385 -1.82391
C 2.93168 -1.15640 -0.31600
C 2.06985 0.09956 -0.06351
C 0.91200 1.39714 -1.73213
C 2.03174 1.74288 -2.64976
C 1.78109 3.11742 -3.30895
H -2.43341 -2.28155 -0.83996
H -3.56266 -2.75140 0.43685
H -2.13458 -3.67428 0.35296
H -1.72865 -2.06919 2.08611
H -2.41751 -0.79684 1.05087
H 0.13106 -2.10222 0.08823
H 0.28326 -0.91274 1.38705
H -0.72803 0.76781 -0.14528
H -1.08107 -0.49522 -1.36338
H 1.03224 -0.71786 -3.08074
H 0.65454 -1.79763 -1.74910
H 3.58095 -0.90878 -2.32304
H 2.83951 -2.54861 -2.03913
H 3.98619 -0.85620 -0.12467
H 2.57624 -1.93744 0.35967
H 2.65420 1.02288 -0.35558
H 1.65656 0.24007 0.89836
H 0.70180 2.08225 -0.95504
H 0.11022 1.46070 -2.44662
H 2.13215 1.01865 -3.44848
H 3.00821 1.77496 -2.11954
H 1.00004 3.08371 -4.03788
H 2.68188 3.50266 -3.73918
H 1.43536 3.79904 -2.53983
N -0.87448 -1.35386 5.63727
S -0.74944 -2.66203 6.62517
O 0.60701 -2.98462 7.02688
O -1.66632 -3.69997 6.24802
F -1.48269 -2.03507 7.84068
S -0.03193 -0.09467 5.90134
O 1.28135 -0.14378 5.40452
O -0.31730 0.54465 7.17683
F -0.88550 0.88731 4.77942
N 3.02361 3.15844 1.49707
S 1.63214 3.27355 2.21600
O 1.49031 2.54779 3.46205
O 0.63089 3.10607 1.16185
F 1.51213 4.84344 2.58201
S 4.14388 2.28849 2.10187
O 3.84250 0.86227 2.09314
O 4.73055 2.85071 3.27499
F 5.16477 2.59361 0.93395
N -2.55331 0.76917 -2.95970
S -3.18980 0.52862 -4.36721
O -2.41104 -0.28903 -5.21795
O -3.84668 1.63954 -4.95758
F -4.33842 -0.53792 -3.97124
S -3.01427 1.81178 -1.93853
O -3.91715 2.86628 -2.36760
O -2.00496 2.38194 -1.02141
F -3.88270 1.02008 -0.85852
N 0.04896 -2.17800 -5.42465
S 0.92646 -1.12085 -6.28213
O 1.78614 -0.26101 -5.45243
O 0.24594 -0.63405 -7.40461
F 1.96404 -2.12451 -6.90017
S 0.60599 -3.20068 -4.46540
O -0.29415 -3.39831 -3.34506
O 2.03165 -3.27024 -4.33804
F 0.39202 -4.54885 -5.46432
```

Net charge: +5
LUMO level: -6.23 eV
Orbital gap: 9.40 eV
Energy above the lowest of the compared OMol25 structures with the same formula, charge and spin: 123.6 kJ/mol
Spin multiplicity: 1